This record from the OMol25 dataset describes a molecular structure, C7H15N2 at a distorted geometry. The level of theory is wB97M-V/def2-TZVPD.

Element x y z (Å)
C1 -0.097 1.101 -0.324
C2 0.944 0.344 -0.260
C3 -0.875 -0.972 -1.148
C4 -0.473 2.544 -0.129
C5 2.398 0.698 -0.139
C6 -2.209 -0.371 0.750
C7 0.715 -1.906 0.708
N1 -1.618 0.017 -0.504
N2 0.658 -1.091 -0.521
H1 -1.377 -1.859 -1.052
H2 -0.632 -0.584 -2.217
H3 0.336 3.116 0.109
H4 -1.105 2.478 0.778
H5 -1.127 3.008 -0.912
H6 2.570 1.459 -0.817
H7 3.073 -0.136 -0.310
H8 2.677 1.143 0.844
H9 -2.297 0.614 1.359
H10 -3.321 -0.758 0.639
H11 -1.519 -1.068 1.226
H12 1.114 -1.299 1.534
H13 -0.321 -2.151 1.048
H14 1.241 -2.847 0.511
H15 1.246 -1.479 -1.174

## Properties
Total charge: +1
Orbital gap: 10.67 eV
ΔE to the lowest compared entry with this formula, charge and spin: 370.7 kJ/mol
Molecular weight: 127.2 g mol⁻¹

These are the Mulliken partial charges, in e, on atoms 1 to 8: C 0.10; C 0.74; C -0.74; C -1.33; C -1.62; C -0.47; C -0.77; N -0.17

***

This record from the OMol25 dataset describes 2 unconnected molecules or ions with the total composition C20H35N4O4 at a distorted geometry. The level of theory is wB97M-V/def2-TZVPD.

Element x y z (Å)
C1 -1.604 -3.261 1.984
C2 -2.006 -3.042 0.514
O1 -2.414 -3.974 -0.138
O2 -1.923 -1.762 -0.001
C3 -0.579 -1.275 -0.052
C4 -0.505 0.234 0.329
N1 -1.844 0.854 0.443
C5 -1.847 2.214 -0.183
C6 -3.275 2.745 -0.160
C7 -3.683 2.769 1.318
N2 -3.644 1.415 1.909
C8 -4.651 0.510 1.384
C9 -4.488 -0.844 1.536
C10 -5.396 -1.742 1.040
C11 -6.504 -1.280 0.377
C12 -6.700 0.066 0.231
C13 -5.777 0.946 0.728
C14 -2.349 0.858 1.688
N3 -1.742 0.426 2.764
H1 -2.532 -3.367 2.550
H2 -0.943 -4.116 2.089
H3 -1.141 -2.334 2.343
H4 0.118 -1.891 0.523
H5 -0.267 -1.372 -1.093
H6 -0.029 0.710 -0.528
H7 0.155 0.425 1.181
H8 -1.548 2.083 -1.225
H9 -1.124 2.881 0.299
H10 -3.916 2.102 -0.765
H11 -3.298 3.758 -0.571
H12 -2.905 3.358 1.824
H13 -4.613 3.299 1.512
H14 -3.622 -1.272 2.027
H15 -5.200 -2.799 1.167
H16 -7.199 -2.015 -0.011
H17 -7.589 0.387 -0.297
H18 -5.959 2.006 0.595
H19 -0.980 -0.233 2.791
H20 -2.079 0.789 3.647
C15 6.758 0.936 0.411
O3 6.134 1.638 -0.650
C16 6.574 1.251 -1.948
C17 5.515 0.449 -2.681
N4 5.335 -0.871 -2.087
C18 4.133 -1.580 -2.518
C19 2.771 -0.921 -2.299
O4 2.357 -0.832 -0.938
C20 2.950 0.229 -0.206
H21 6.553 1.480 1.333
H22 6.353 -0.076 0.520
H23 7.840 0.881 0.274
H24 7.527 0.717 -1.912
H25 6.739 2.177 -2.506
H26 5.813 0.333 -3.727
H27 4.590 1.038 -2.654
H28 5.307 -0.778 -1.081
H29 4.124 -2.534 -1.985
H30 4.233 -1.816 -3.582
H31 2.028 -1.560 -2.784
H32 2.690 0.057 -2.787
H33 3.100 1.121 -0.819
H34 3.895 -0.087 0.237
H35 2.284 0.487 0.619

## Properties
Total charge: +1
Orbital gap: 7.29 eV
ΔE to the lowest compared entry with this formula, charge and spin: 0.0 kJ/mol
Molecular weight: 395.5 g mol⁻¹

These are the Mulliken partial charges, in e, on atoms 1 to 8: C -0.75; C 0.58; O -0.55; O -0.25; C -0.40; C -1.14; N 0.48; C -0.75

***

This record from the OMol25 dataset describes a molecular structure, C2H5N3S at a distorted geometry. The level of theory is wB97M-V/def2-TZVPD.

Element x y z (Å)
C1 -0.570 -0.598 0.099
C2 -0.850 0.616 -0.512
H1 1.759 -0.274 0.816
H2 0.635 -1.876 1.061
H3 -1.354 -2.307 0.132
H4 -1.949 0.619 -0.773
H5 1.774 2.958 -0.198
N1 0.631 -0.901 0.626
N2 -1.626 -1.341 -0.165
N3 -0.028 1.615 -0.806
S1 1.576 1.489 -0.282

## Properties
Orbital gap: 8.97 eV
ΔE to the lowest compared entry with this formula, charge and spin: 391.9 kJ/mol
Molecular weight: 103.2 g mol⁻¹

These are the Mulliken partial charges, in e, on atoms 1 to 8: C 0.63; C -0.01; H 0.31; H 0.18; H 0.18; H 0.36; H 0.19; N -0.55

***

This record from the OMol25 dataset describes 2 unconnected molecules or ions with the total composition CH4IN2O at a distorted geometry. The level of theory is wB97M-V/def2-TZVPD.

Element x y z (Å)
C1 1.251 0.643 0.382
N1 0.652 -0.334 0.989
N2 1.702 1.328 -0.473
O1 -1.439 -0.947 -0.868
I1 -3.082 -0.249 0.171
H1 -0.101 -0.674 0.356
H2 0.899 -0.529 1.939
H3 1.678 2.228 -0.802
H4 -1.560 -1.466 -1.693

## Properties
Total charge: +1
Orbital gap: 8.44 eV
ΔE to the lowest compared entry with this formula, charge and spin: 39.5 kJ/mol
Molecular weight: 187.0 g mol⁻¹

These are the Mulliken partial charges, in e, on atoms 1 to 8: C 0.47; N -0.23; N -0.11; O -0.76; I 0.38; H 0.32; H 0.27; H 0.32